(1)
C34H53N4OP2Ti | ωB97M-V/def2-TZVPD

LUMO (alpha / beta): -10.946 / -10.947 eV
M: 643.64 g mol⁻¹
charge: +3
DFT total energy: -3152.869567 hartree
orbital gap (alpha / beta): 5.765 / 5.764 eV

Atoms and positions in Å:
1 C -1.884297 -1.987217 -0.900255
2 C 0.183871 -1.692250 -1.928570
3 C -2.277466 -2.894746 -1.886508
4 C -0.166612 -2.563068 -2.953551
5 C -1.418989 -3.177467 -2.937948
6 H -3.283088 -3.308084 -1.844377
7 H 0.528970 -2.729476 -3.772204
8 H -1.715762 -3.847865 -3.745253
9 N -0.639714 -1.454668 -0.877162
10 P -2.458820 0.249883 0.676047
11 P 2.261647 -0.724408 -0.240030
12 C -2.845604 -1.487886 0.163357
13 H -3.881692 -1.565235 -0.200680
14 H -2.780404 -2.142311 1.050888
15 C 0.378389 1.891187 1.554210
16 O 0.711927 2.700844 2.345987
17 C 1.404781 -0.809048 -1.986061
18 H 2.114132 -1.174434 -2.733070
19 C 3.656366 0.538283 -0.486472
20 C 2.888126 -2.447974 0.147321
21 C -3.179802 1.354529 -0.711906
22 C -3.408466 0.470728 2.291883
23 C 3.230284 1.895544 0.113297
24 H 3.218516 1.879005 1.210661
25 H 3.964836 2.652347 -0.210947
26 H 2.250689 2.228926 -0.241930
27 C 4.913383 0.079943 0.260281
28 H 4.746038 0.023470 1.342590
29 H 5.296422 -0.878628 -0.105621
30 H 5.693991 0.833766 0.087230
31 C 3.980809 0.761043 -1.975982
32 H 4.988821 1.198020 -2.042786
33 H 3.986934 -0.157944 -2.573108
34 H 3.288123 1.476931 -2.438774
35 C 3.492175 -2.379783 1.576156
36 H 3.092012 -1.529454 2.152138
37 H 3.227456 -3.295433 2.122368
38 H 4.588266 -2.320887 1.554740
39 C 1.707496 -3.442746 0.169872
40 H 0.836499 -3.033828 0.696336
41 H 1.405737 -3.741874 -0.840878
42 H 2.026019 -4.349691 0.705076
43 C 3.915078 -2.871421 -0.930396
44 H 4.045734 -2.149101 -1.749867
45 H 4.900561 -3.060216 -0.479688
46 H 3.589973 -3.819332 -1.385855
47 C -3.090152 1.894155 2.804995
48 H -3.094494 1.892058 3.906139
49 H -2.091813 2.241851 2.489163
50 H -3.839299 2.627638 2.473207
51 C -2.904712 -0.554974 3.321842
52 H -2.888794 -1.577887 2.932405
53 H -1.914451 -0.304940 3.716319
54 H -3.617969 -0.567032 4.158811
55 C -4.927137 0.226180 2.122559
56 H -5.307126 -0.297024 3.014000
57 H -5.496271 1.162637 2.054226
58 H -5.174566 -0.413403 1.265353
59 C -2.531278 1.054610 -2.086418
60 H -3.305744 0.933748 -2.860992
61 H -1.863140 1.861988 -2.405197
62 H -1.936204 0.142614 -2.104051
63 C -2.891920 2.819241 -0.324957
64 H -1.849805 2.972041 -0.006563
65 H -3.067877 3.465557 -1.199662
66 H -3.556851 3.170765 0.472520
67 C -4.692695 1.145273 -0.882937
68 H -4.939697 0.105081 -1.137746
69 H -5.269135 1.449772 -0.003854
70 H -5.034127 1.776071 -1.720602
71 Ti 0.021157 0.174129 0.476623
72 N 0.368066 1.183226 -1.137562
73 C 0.896818 0.633029 -2.184798
74 C 0.980671 1.264162 -3.527387
75 C 0.960211 2.669040 -3.590898
76 C 1.087724 0.519870 -4.722531
77 C 1.096498 3.327779 -4.817809
78 H 0.838912 3.210101 -2.647884
79 C 1.203114 1.176771 -5.948931
80 H 1.070037 -0.567371 -4.683889
81 C 1.215062 2.578001 -5.998192
82 H 1.119046 4.423726 -4.834413
83 H 1.294297 0.601599 -6.872596
84 H 1.319204 3.098959 -6.951633
85 C 0.211519 1.241580 5.810981
86 N 0.132496 -0.034728 5.047202
87 C -0.119137 -1.246383 5.852960
88 C 0.409151 -0.198391 3.786865
89 N 0.448474 -0.482812 2.625027
90 H 0.163479 0.982663 6.869192
91 H -0.636204 1.905601 5.599379
92 H 1.162332 1.743863 5.620770
93 H -1.109161 -1.677523 5.624048
94 H 0.674878 -1.983357 5.654833
95 H -0.096704 -0.967559 6.911521

Atoms 1-3, force components in eV/Å:
C -0.2 0.0 0.3
C -0.1 0.0 -0.1
C -0.2 0.4 0.2

---

(2)
C34H54As2FN3Si3Y | ωB97M-V/def2-TZVPD

LUMO: -2.971 eV
M: 846.83 g mol⁻¹
charge: +1
DFT total energy: -6970.327555 hartree
energy relative to the best compared isomer or geometry (same formula, charge and spin): 131.7 kJ/mol
orbital gap: 7.389 eV

Atoms and positions in Å:
1 Y -0.657771 -0.047201 -0.006679
2 C 1.425699 -3.319912 -2.202101
3 As 1.851506 -1.406822 -2.361455
4 C 1.809267 -1.325771 -4.301633
5 C 3.786124 -1.463669 -2.060515
6 C 4.675446 -1.289285 -3.123508
7 C 6.047618 -1.298178 -2.909749
8 C 6.549031 -1.487428 -1.630392
9 C 5.673110 -1.674433 -0.571547
10 C 4.294198 -1.663280 -0.769209
11 As 3.077596 -2.049232 0.709305
12 C 3.548536 -3.940457 0.867217
13 C 4.115674 -1.364815 2.214954
14 H 2.278456 -3.910885 -2.530452
15 H 0.570836 -3.549439 -2.841722
16 H 1.177961 -3.581176 -1.174650
17 H 2.400105 -2.138163 -4.718132
18 H 2.188481 -0.372102 -4.660237
19 H 0.777346 -1.431612 -4.627818
20 H 4.309425 -1.128497 -4.128310
21 H 6.722642 -1.155922 -3.744247
22 H 7.618547 -1.498151 -1.457351
23 H 6.076590 -1.832288 0.422351
24 H 4.633098 -4.038664 0.815713
25 H 3.094076 -4.513922 0.058969
26 H 3.183418 -4.326722 1.816439
27 H 4.961807 -2.016287 2.426806
28 H 3.478179 -1.314243 3.096750
29 H 4.473822 -0.363816 1.982150
30 C 0.458416 4.177547 2.599249
31 Si 0.177314 2.361253 2.280950
32 C 0.125756 1.536645 3.962337
33 C 1.742459 1.771560 1.381425
34 C -1.275065 1.992606 1.209994
35 Si -2.893331 1.849309 2.148221
36 C -4.454580 2.282562 1.199616
37 C -3.260895 0.117512 2.754809
38 C -2.909515 3.025853 3.592328
39 Si -1.440916 3.165342 -0.167974
40 C -2.072361 4.867470 0.208848
41 C 0.156333 3.333909 -1.148736
42 C -2.692032 2.340057 -1.336799
43 C -3.427739 3.072247 -2.268903
44 C -4.416902 2.454609 -3.016896
45 C -4.657827 1.104522 -2.812402
46 C -3.878909 0.429514 -1.895536
47 N -2.911387 1.011590 -1.179090
48 H 1.318257 4.289758 3.271795
49 H -0.407843 4.641123 3.086094
50 H 0.678457 4.741625 1.683645
51 H 1.067244 1.014283 4.165649
52 H -0.683152 0.810287 4.077589
53 H 0.000646 2.299301 4.738785
54 H 2.531769 1.586422 2.116794
55 H 2.105934 2.532895 0.685164
56 H 1.666754 0.826593 0.811440
57 H -4.784509 1.473607 0.545511
58 H -4.392886 3.197202 0.601157
59 H -5.237241 2.440713 1.951793
60 H -3.143976 -0.644838 1.973566
61 H -4.312429 0.090640 3.062610
62 H -2.657038 -0.197936 3.609870
63 H -2.836220 4.059511 3.228611
64 H -2.089100 2.857041 4.296550
65 H -3.850817 2.931722 4.146155
66 H -1.560749 5.254111 1.096717
67 H -3.145981 4.862596 0.418520
68 H -1.885765 5.568314 -0.613303
69 H 0.874024 3.968086 -0.616094
70 H -0.033018 3.794709 -2.125900
71 H 0.668470 2.375080 -1.332083
72 H -3.242770 4.137624 -2.376569
73 H -5.001214 3.015696 -3.737941
74 H -5.437656 0.580815 -3.350235
75 H -4.055101 -0.624275 -1.707810
76 F -0.623852 -6.876980 2.341117
77 C -0.516518 -5.536532 2.259998
78 C 0.450524 -4.891609 3.003625
79 C 0.549224 -3.507300 2.916996
80 C -0.290297 -2.751815 2.093682
81 C -0.218060 -1.247245 2.004824
82 C -1.245872 -3.461649 1.362818
83 C -1.376890 -4.845879 1.438594
84 H 1.103186 -5.470608 3.647050
85 H 1.296872 -2.993507 3.513554
86 H 0.749245 -0.883563 2.375253
87 H -0.964474 -0.822299 2.680357
88 H -1.934903 -2.917177 0.717551
89 H -2.125532 -5.386158 0.870350
90 N -1.715314 -1.154787 -3.437447
91 C -2.026980 -0.796327 -4.700794
92 C -1.506158 0.456485 -4.891153
93 C -0.881059 0.775805 -3.671521
94 N -1.004129 -0.204754 -2.788428
95 H -1.904627 -2.037977 -2.999286
96 H -2.579696 -1.454018 -5.356580
97 H -1.559499 1.059013 -5.783095
98 H -0.338906 1.674425 -3.407906

Atoms 1-3, force components in eV/Å:
Y -0.2 1.1 0.0
C -0.1 0.0 0.0
As 0.2 0.0 0.6

---

(3)
C34H54BaN6O6P2S | ωB97M-V/def2-TZVPD

LUMO: -5.350 eV
M: 874.18 g mol⁻¹
charge: +2
DFT total energy: -3214.126721 hartree
energy relative to the best compared isomer or geometry (same formula, charge and spin): 89.8 kJ/mol
orbital gap: 7.717 eV

Atoms and positions in Å:
1 Ba -0.106774 0.439361 0.258615
2 N -1.751286 -1.469079 1.671016
3 C -1.619199 -2.250438 2.918065
4 C -2.951667 -2.690631 3.501020
5 C -3.797445 -1.538605 4.012304
6 N -4.237510 -0.657363 2.914126
7 H -2.605951 -0.910982 1.739909
8 H -1.953245 -2.143678 0.937487
9 H -1.076372 -1.659573 3.661512
10 H -0.995479 -3.123662 2.705664
11 H -2.759730 -3.375968 4.332881
12 H -3.510445 -3.265039 2.754205
13 H -3.207143 -0.933359 4.702698
14 H -4.634998 -1.938121 4.593210
15 H -4.401482 0.277187 3.266279
16 H -5.110870 -0.980696 2.516842
17 C -1.405022 -0.133837 -4.109801
18 C 0.009971 -0.521170 -4.444591
19 C 0.221658 -2.002156 -4.622085
20 O 0.919174 0.029655 -3.374192
21 P 1.307889 -0.662633 -2.034091
22 O 0.163513 -1.249846 -1.255066
23 C 2.052893 0.865539 -1.151916
24 P 2.777310 0.624640 0.594935
25 O 1.681524 0.663773 1.627332
26 O 3.464571 -0.766540 0.482353
27 C 3.510508 -1.760481 1.613216
28 C 2.294920 -2.640744 1.488655
29 C 4.817501 -2.494398 1.485297
30 O 3.765260 1.778045 0.852269
31 C 5.133146 2.135313 0.388537
32 C 5.170818 2.320592 -1.105310
33 C 6.125650 1.129632 0.909217
34 O 2.403293 -1.740673 -2.250694
35 C 3.817860 -1.562481 -2.661454
36 C 4.408421 -2.950364 -2.649696
37 C 3.933606 -0.881502 -4.003904
38 H -2.053755 -0.387269 -4.950268
39 H -1.483965 0.938947 -3.941114
40 H -1.774164 -0.670071 -3.235897
41 H 0.354218 0.020696 -5.323165
42 H -0.018326 -2.556413 -3.712284
43 H 1.240740 -2.236715 -4.923838
44 H -0.452022 -2.352790 -5.405743
45 H 1.266340 1.631088 -1.084408
46 H 2.839228 1.246989 -1.804556
47 H 3.482504 -1.175934 2.533148
48 H 2.204911 -3.027368 0.472266
49 H 1.375523 -2.114008 1.753190
50 H 2.391676 -3.488873 2.168487
51 H 4.862326 -3.049113 0.547557
52 H 4.905458 -3.209354 2.304134
53 H 5.665625 -1.815019 1.541759
54 H 5.276750 3.094541 0.881434
55 H 5.099359 1.368869 -1.640000
56 H 6.132008 2.763101 -1.370038
57 H 4.391585 2.999097 -1.452590
58 H 6.002567 0.160839 0.423461
59 H 6.037317 1.009019 1.987995
60 H 7.133144 1.488257 0.692978
61 H 4.276476 -0.957122 -1.875472
62 H 3.986432 -3.554600 -3.452839
63 H 4.216165 -3.450476 -1.702385
64 H 5.487267 -2.886230 -2.797506
65 H 3.564704 -1.524080 -4.803718
66 H 4.989453 -0.681446 -4.194960
67 H 3.401447 0.068439 -4.050718
68 C -1.845347 1.487196 6.180263
69 C -2.615069 2.528449 5.676051
70 C -2.556692 2.858493 4.331792
71 C -1.731405 2.114328 3.491299
72 C -0.974608 1.062449 3.981074
73 C -1.019501 0.758552 5.336614
74 N -1.607460 2.398095 2.093113
75 N -1.943143 3.552299 1.794073
76 C -1.829637 3.863401 0.391910
77 C -2.266514 5.134238 0.048204
78 C -2.280041 5.487455 -1.292535
79 C -1.862471 4.549301 -2.224029
80 C -1.427350 3.314207 -1.768744
81 N -1.397809 2.959730 -0.482688
82 H -1.893660 1.246099 7.233934
83 H -3.260751 3.095517 6.333360
84 H -3.140527 3.674296 3.932577
85 H -0.320490 0.487875 3.340321
86 H -0.411335 -0.046316 5.727789
87 H -2.591995 5.803566 0.831291
88 H -2.616555 6.468589 -1.599493
89 H -1.869477 4.760982 -3.283898
90 H -1.091725 2.566847 -2.481812
91 S -5.703858 1.423046 -1.217976
92 C -4.236515 1.542054 -0.331909
93 N -3.430954 0.531331 -0.367371
94 C -3.982721 -0.469238 -1.168066
95 C -3.400014 -1.712985 -1.436100
96 C -4.074681 -2.607697 -2.239231
97 C -5.324390 -2.284194 -2.788667
98 C -5.911281 -1.063365 -2.541664
99 C -5.228695 -0.160868 -1.723566
100 H -4.035144 2.433610 0.246386
101 H -2.425293 -1.973866 -1.044352
102 H -3.636925 -3.575093 -2.448883
103 H -5.836272 -3.004013 -3.413175
104 H -6.875556 -0.817086 -2.965645

Atoms 1-3, force components in eV/Å:
Ba -7.5 1.2 3.0
N 0.4 -0.2 -0.2
C 0.1 0.0 0.0

---

(4)
C34H54F12N6O8S4 | ωB97M-V/def2-TZVPD

LUMO: -6.670 eV
M: 1031.08 g mol⁻¹
charge: +2
DFT total energy: -5048.898834 hartree
orbital gap: 5.848 eV

Atoms and positions in Å:
1 C 0.147297 3.701869 -6.349734
2 C 0.688540 2.275659 -6.442389
3 C -0.255871 1.308879 -5.767479
4 N 0.269740 -0.104728 -5.645848
5 C 1.586357 -0.163187 -4.869024
6 C 2.068577 -1.592582 -4.662845
7 C 0.980202 -2.373219 -3.914396
8 C -0.332768 -2.370023 -4.640579
9 C -0.820425 -0.921491 -4.975539
10 C 0.497223 -0.692958 -7.014319
11 H 0.816976 4.305661 -6.955587
12 H 0.069873 4.000098 -5.306615
13 H -0.867634 3.730082 -6.753563
14 H 1.670557 2.270773 -5.960595
15 H 0.960405 2.038669 -7.474253
16 H -1.222575 1.224111 -6.267139
17 H -0.484991 1.714857 -4.778078
18 H 1.402332 0.336909 -3.918138
19 H 2.285134 0.346311 -5.526874
20 H 3.022047 -1.626183 -4.140153
21 H 2.255277 -2.009807 -5.653405
22 H 0.922796 -1.981303 -2.892377
23 H 1.461447 -3.331180 -3.690900
24 H -1.106499 -2.821581 -4.016977
25 H -0.363973 -2.927628 -5.575754
26 H -1.093040 -0.320082 -4.107637
27 H -1.704392 -1.035241 -5.599276
28 H 1.240382 -0.079289 -7.519199
29 H -0.373164 -0.555130 -7.658303
30 H 0.730989 -1.745993 -6.961839
31 C 0.503200 -1.502439 4.768210
32 C 1.358660 -1.519104 3.509299
33 C 2.146030 -2.811220 3.299839
34 N 3.473472 -2.665166 2.592309
35 C 4.048351 -3.957018 2.136708
36 C 3.339381 -4.608064 0.969253
37 C 3.070975 -3.711884 -0.209900
38 C 2.547210 -2.337678 0.220340
39 C 3.265181 -1.708499 1.418210
40 C 4.497929 -1.929146 3.451987
41 H -0.191888 -0.683914 4.914252
42 H 1.086476 -1.590107 5.687178
43 H -0.130818 -2.401282 4.839541
44 H 1.983245 -0.624565 3.571865
45 H 0.655075 -1.291994 2.704259
46 H 1.523148 -3.436291 2.666104
47 H 2.451438 -3.222917 4.261204
48 H 4.175441 -4.598537 3.009110
49 H 5.078909 -3.829347 1.791249
50 H 2.467430 -5.165947 1.326963
51 H 3.978746 -5.414407 0.600484
52 H 2.281976 -4.013280 -0.901697
53 H 3.964326 -3.665566 -0.838913
54 H 1.459383 -2.446729 0.282013
55 H 2.586570 -1.650504 -0.630134
56 H 2.839780 -0.763287 1.752299
57 H 4.243051 -1.383548 1.056401
58 H 3.940854 -1.095145 3.890465
59 H 5.288181 -1.500816 2.850828
60 H 4.671321 -2.594584 4.295101
61 C -7.070521 -3.084892 -0.161993
62 N -6.122799 -2.116544 0.461775
63 C -6.115631 -1.954371 1.792527
64 C -5.311728 -0.968247 2.323395
65 C -4.397533 -0.306729 1.531447
66 C -4.328206 -0.591672 0.148870
67 C -5.297302 -1.426071 -0.356965
68 C -3.535638 0.758294 2.069174
69 C -2.893364 0.663573 3.296991
70 C -2.129102 1.724543 3.757020
71 N -2.153328 2.881001 3.064568
72 C -2.736805 2.998517 1.856552
73 C -3.402074 1.919887 1.315785
74 C -1.220309 3.968230 3.474120
75 H -7.699492 -2.457026 -0.789512
76 H -7.653922 -3.650782 0.556116
77 H -6.509373 -3.794680 -0.765235
78 H -6.805717 -2.501688 2.416971
79 H -5.250472 -0.865814 3.398664
80 H -3.639258 -0.131341 -0.547103
81 H -5.362903 -1.690557 -1.402836
82 H -3.077413 -0.173085 3.956436
83 H -1.717464 1.763616 4.757366
84 H -2.484275 3.863671 1.256047
85 H -3.585770 2.033206 0.256577
86 H -0.201313 3.599298 3.367287
87 H -1.409530 4.271741 4.502786
88 H -1.389218 4.863003 2.881642
89 C -3.532722 2.662194 -3.115959
90 F -3.582940 1.329875 -3.176947
91 F -3.501475 3.222381 -4.291954
92 F -4.635885 3.083887 -2.527908
93 S -1.998338 3.184228 -2.130963
94 O -1.167559 3.708742 -3.175965
95 O -2.390359 4.214472 -1.166531
96 N -1.535103 1.749769 -1.384687
97 S 0.015471 1.888315 -1.088861
98 O 0.886277 1.894662 -2.237998
99 O 0.335842 2.842044 -0.034249
100 C 0.296191 0.282972 -0.179587
101 F -0.372663 0.306173 0.968775
102 F -0.102287 -0.812462 -0.840370
103 F 1.596754 0.196693 0.069716
104 C 3.177108 3.771758 2.456905
105 F 2.314953 4.767600 2.634242
106 F 3.163507 3.490555 1.166827
107 F 4.362826 4.137845 2.876707
108 S 2.636071 2.183831 3.370735
109 O 1.314190 1.936838 2.836603
110 O 3.705511 1.238012 3.169793
111 N 2.652407 2.867442 4.944337
112 S 1.928790 1.701010 5.728870
113 O 0.522401 1.451469 5.446024
114 O 2.786063 0.544946 5.775906
115 C 1.902535 2.405285 7.506114
116 F 3.147398 2.413230 7.951995
117 F 1.394195 3.624914 7.527412
118 F 1.127450 1.636949 8.256532

Atoms 1-3, force components in eV/Å:
C -0.3 -0.8 -0.2
C 0.7 0.2 -0.1
C 0.2 0.2 0.0